{
  "formula": "C36H45F3MoN11OS2Se",
  "method": "ωB97M-V with the def2-TZVPD basis set",
  "symbols": ["C", "H", "C", "C", "H", "C", "C", "H", "N", "Se", "H", "C", "N", "H", "C", "C", "C", "N", "N", "N", "N", "F", "C", "N", "S", "N", "H", "C", "C", "H", "H", "H", "H", "H", "H", "C", "C", "H", "H", "C", "C", "N", "H", "H", "C", "H", "F", "H", "C", "C", "H", "C", "C", "H", "H", "H", "H", "C", "C", "C", "C", "H", "H", "C", "C", "H", "F", "C", "C", "N", "C", "H", "C", "C", "H", "Mo", "H", "H", "H", "C", "H", "C", "H", "C", "H", "N", "H", "H", "H", "H", "H", "H", "H", "S", "H", "H", "H", "C", "H", "O"],
  "xyz": [[-4.5454, -0.2789, 0.2948], [-3.0055, -4.0465, -1.3580], [2.9073, -2.0348, -0.7325], [2.3462, -2.1313, 1.6777], [6.1759, -1.0916, 3.2104], [-0.0400, -0.2472, 3.0871], [-6.7465, 0.1293, 1.0479], [-2.7572, -2.5027, -2.1639], [3.3224, 2.3994, 0.9938], [-0.8891, -0.3456, -1.4644], [-5.2614, -2.0214, -1.7578], [0.9168, 4.2089, -1.6640], [0.7069, 2.5212, 0.0130], [-5.2764, -5.0466, -1.2416], [0.2933, 4.7919, 0.5735], [0.3715, 3.4680, 0.9088], [3.9900, -3.6677, 0.6896], [3.0541, 1.0742, 0.8083], [-3.3742, -0.9111, -0.1121], [4.5549, 2.5610, 1.2541], [-0.6405, -0.0712, 4.2870], [2.3773, 4.2830, -3.5235], [0.5364, 5.1625, -0.7528], [0.9463, -1.0700, 3.0047], [1.7082, 1.5501, -2.1018], [5.1311, 1.3453, 1.2299], [-2.1069, -2.5067, 0.2432], [4.4698, -3.6141, -1.6553], [-4.3861, 1.0699, 0.0144], [7.0724, 3.1276, 3.5332], [7.7947, 0.8093, 3.2520], [-4.7656, 0.5325, -2.4871], [-7.4160, 2.1684, 0.9211], [-3.8001, -2.7641, 0.6897], [4.1221, -4.0952, 1.6775], [5.9322, -0.1483, 3.7072], [6.4051, 2.3237, 3.8474], [0.8839, -6.3122, -0.5841], [-3.8696, 0.5260, -4.0103], [4.6775, -4.1765, -0.3920], [1.0792, -5.4222, -1.1790], [1.5112, -1.1538, 1.7306], [6.5145, 2.1936, 4.9239], [0.1598, 3.1279, 1.9110], [-5.4083, 1.9867, 0.2355], [-2.0600, 1.8585, -3.0693], [0.9342, 5.8806, -3.3150], [-5.8556, -1.8270, 1.0543], [-5.6909, -4.0429, -1.1300], [1.0589, 2.8739, -1.2345], [-3.1313, 3.2638, -0.5777], [-3.3740, -3.0190, -1.4256], [0.4844, -4.2513, -0.5342], [-5.5425, 1.0822, -3.9596], [7.1039, 1.9486, 1.1983], [3.4157, -2.1238, -2.8057], [0.6508, -5.5525, -2.1710], [-5.7284, -0.7772, 0.8310], [4.1983, 0.4466, 0.9608], [-2.6975, 2.6088, -2.5963], [-2.5354, 0.0025, -0.6220], [-5.2998, 3.0362, 0.0004], [0.4430, 6.1949, -1.0601], [6.7286, 1.0180, 3.1268], [-4.1110, 2.5144, -3.1797], [5.0007, -4.0095, -2.5122], [0.2825, 3.9067, -3.9106], [3.5948, -2.5594, -1.8314], [-4.5976, 1.0819, -3.4150], [-3.1240, 1.2087, -0.5497], [-4.8359, -3.0229, -1.8766], [5.3820, 2.6487, 3.6537], [1.1357, 4.5678, -3.1100], [-2.5867, 2.4666, -1.0835], [-1.5438, 2.5282, -0.7854], [1.1079, 0.3502, 0.0971], [-7.6911, -0.2198, 1.4416], [6.8302, 0.1933, 1.1311], [-5.7506, -3.8286, -0.0605], [6.5302, 1.1226, 1.6138], [-4.8699, -3.2467, -2.9444], [-3.1361, -2.3581, -0.0725], [-4.1070, 3.0267, -4.1432], [3.1010, -2.5953, 0.5343], [-4.8205, 3.0525, -2.5430], [0.0302, -3.3287, -0.0241], [-6.7097, -4.0611, -1.5168], [4.3757, -0.6116, 0.8737], [-2.2658, 3.5847, -2.8337], [2.4645, -2.6879, 2.6044], [4.8545, 0.0194, 3.6236], [6.1571, -0.2670, 4.7668], [0.0357, 5.5259, 1.3222], [-0.6727, 0.6685, 1.7462], [2.1557, -5.2823, -1.2694], [-0.3713, -0.6617, 5.0542], [-1.4670, 0.4915, 4.3561], [-6.5894, 1.4924, 0.7507], [5.3642, -5.0023, -0.2686], [2.0728, -1.0291, -0.8971]],
  "atomic_forces_ev_per_a": [[0.059, -0.161, -0.028], [0.027, 0.013, -0.021], [-0.231, 0.247, 0.038], [0.103, -0.264, -0.163], [-0.022, 0.016, -0.004], [0.021, -0.002, 0.066], [0.019, 0.043, -0.012], [0.057, -0.056, 0.006], [-0.044, -0.171, 0.025], [-0.096, -0.031, -0.011], [-0.006, 0.003, -0.073], [-0.127, -0.066, -0.065], [0.069, 0.246, 0.106], [-0.007, 0.000, 0.010], [-0.022, 0.132, -0.108], [-0.006, -0.124, 0.060], [0.011, -0.030, 0.038], [0.335, 0.639, 0.142], [-0.183, -0.089, -0.004], [0.033, -0.105, -0.058], [-0.007, 0.046, -0.098], [-0.016, 0.007, 0.007], [0.015, -0.010, 0.137], [0.112, 0.086, -0.132], [-0.061, -0.218, 0.382], [0.181, 0.079, 0.236], [0.036, -0.001, 0.048], [-0.021, 0.057, -0.015], [0.098, 0.099, -0.092], [-0.023, 0.002, -0.008], [0.006, -0.033, -0.002], [0.021, -0.004, -0.003], [0.006, -0.002, 0.017], [0.040, 0.010, 0.047], [0.006, -0.015, -0.016], [0.063, -0.045, -0.002], [0.056, 0.023, -0.028], [-0.017, 0.000, 0.007], [-0.008, -0.004, 0.014], [0.016, 0.010, 0.004], [-0.053, 0.141, 0.043], [-0.133, 0.117, 0.194], [0.028, 0.010, -0.005], [0.003, -0.050, -0.007], [-0.021, 0.036, 0.034], [0.060, 0.053, -0.005], [0.017, -0.051, -0.023], [-0.012, 0.007, -0.023], [0.007, 0.035, -0.032], [0.149, 0.147, -0.192], [0.023, 0.017, 0.013], [-0.151, 0.127, -0.018], [0.084, -0.164, -0.079], [0.010, -0.007, 0.002], [-0.005, -0.011, -0.055], [0.026, 0.005, 0.007], [0.001, -0.004, -0.006], [-0.001, -0.012, 0.016], [-0.078, -0.185, -0.052], [-0.110, -0.022, -0.014], [-0.073, 0.056, -0.011], [0.012, -0.009, -0.001], [-0.015, -0.001, -0.011], [-0.219, -0.002, 0.070], [0.040, -0.161, 0.017], [0.001, -0.002, 0.006], [0.013, -0.004, 0.004], [0.053, -0.082, -0.069], [-0.010, 0.066, 0.008], [-0.037, 0.179, -0.078], [0.043, -0.093, 0.074], [-0.008, -0.031, 0.034], [0.077, 0.047, 0.050], [-0.050, -0.096, -0.037], [-0.026, -0.010, 0.053], [-0.342, 0.161, -0.236], [0.012, 0.009, 0.027], [0.046, 0.039, -0.079], [0.010, -0.026, -0.002], [-0.024, 0.108, -0.038], [-0.010, 0.026, -0.005], [0.091, 0.019, -0.026], [-0.031, 0.049, 0.021], [-0.088, 0.031, 0.246], [-0.005, 0.034, -0.034], [-0.063, -0.221, 0.072], [-0.009, 0.016, 0.027], [-0.014, 0.003, -0.015], [0.017, -0.019, -0.005], [0.017, -0.014, -0.017], [0.008, 0.011, 0.013], [-0.015, -0.003, -0.006], [-0.014, -0.006, -0.008], [0.115, -0.094, 0.012], [-0.007, 0.031, 0.009], [-0.021, -0.013, 0.007], [-0.013, -0.028, 0.032], [0.000, -0.055, 0.026], [0.001, 0.006, 0.011], [0.200, -0.434, -0.384]],
  "fmax_ev_per_a": 0.7,
  "multiplicity": 3,
  "relative_energy_kcal_mol": 4.07,
  "charge": 1,
  "homo_ev": [-9.9, -10.0],
  "gap_ev": [7.57, 6.90]
}

{
  "formula": "C36H45F5N9S2SiTi",
  "method": "ωB97M-V with the def2-TZVPD basis set",
  "symbols": ["H", "H", "C", "C", "Si", "H", "H", "H", "N", "S", "F", "H", "H", "H", "C", "F", "C", "H", "C", "N", "C", "H", "N", "H", "C", "C", "S", "H", "C", "C", "H", "H", "H", "C", "C", "H", "C", "H", "C", "C", "H", "C", "C", "F", "C", "N", "H", "C", "H", "H", "H", "C", "H", "H", "F", "N", "H", "H", "H", "F", "C", "C", "C", "C", "H", "C", "C", "C", "H", "H", "H", "H", "H", "N", "C", "H", "C", "H", "H", "H", "H", "C", "N", "C", "H", "N", "H", "H", "H", "H", "C", "H", "C", "Ti", "C", "H", "N", "C", "C"],
  "xyz": [[-4.0406, -5.9860, -2.1175], [-4.1009, -1.8501, 0.6365], [-3.0493, -0.7278, -0.8378], [1.9806, -1.8145, -1.0067], [-2.9434, 1.3046, 0.7799], [-3.9641, 1.6673, 6.3859], [-5.7495, -2.7821, -0.9645], [2.8833, -2.3448, -1.3247], [5.3575, 3.2142, -2.8292], [3.6584, 1.2008, -2.2038], [-2.0105, 0.3857, -2.6385], [5.8137, 2.8584, -5.6036], [6.8614, 3.6323, -1.4549], [-4.5278, 0.9994, 4.8383], [1.6331, 3.4152, -0.0266], [-1.3745, -2.6653, -3.5401], [-4.3884, 0.7694, 1.8253], [0.6651, 2.0570, 5.3768], [5.7823, 3.4838, -1.4749], [2.7984, 5.6985, -0.3635], [-2.7772, -4.4125, -2.8542], [6.6571, 4.4168, -3.9824], [0.0951, 0.4934, 4.1672], [0.6701, -1.8922, -2.6909], [2.9901, -4.1298, 0.7107], [-3.3156, -5.2226, -1.8750], [-0.5596, -1.6325, 2.7304], [0.8935, -3.7496, 0.4604], [-1.4275, -3.2119, -1.2412], [1.2406, 1.4590, 1.2673], [3.5875, 1.8455, -4.9727], [3.8996, -1.6265, 0.6198], [-2.4424, 3.1086, 2.2926], [-4.9764, -2.1112, -1.3147], [-1.4269, 1.6136, 5.6140], [-4.7727, 1.6421, 2.3608], [-3.8412, 0.8552, 5.6728], [2.1450, -0.7705, -1.2741], [5.5980, 4.1835, -3.8949], [4.3815, 2.3573, -3.1747], [-2.7374, 2.6103, -1.3403], [-3.9051, -0.9199, -3.1056], [0.7761, -2.3923, -1.7268], [-3.1618, -4.5531, -4.1247], [1.7481, -3.2782, 0.9419], [-2.1242, -0.1556, 0.0959], [-0.1734, 1.0940, -1.6667], [-0.1686, 1.4322, 5.0759], [-4.3424, 1.8812, -1.2048], [0.7799, 3.3580, -2.0044], [4.5805, 4.1198, -5.8369], [-2.4374, 0.7700, 5.1669], [3.8680, -3.7457, 1.2290], [-4.1119, -0.0860, 6.1520], [-1.6233, -3.8619, 1.0145], [4.0491, 2.5864, -4.4726], [2.9854, -0.1538, 0.6636], [5.5251, 2.6300, -0.8539], [2.1772, -0.8231, 3.0371], [-3.3989, -5.7632, 0.4145], [-2.9057, -5.0159, -0.5753], [-1.9837, -4.0343, -0.2657], [0.3859, 1.5822, -0.8819], [1.7966, 2.7160, 1.1632], [-4.0880, 0.0197, 2.5595], [5.0379, 3.4516, -5.1122], [-4.0564, -1.5948, -0.4154], [-4.9065, -1.7690, -2.6583], [5.0454, 5.1062, -3.6871], [1.3082, 0.8930, 2.1878], [2.7935, -5.1286, 1.1001], [2.3502, 3.1382, 1.9890], [-3.9318, 3.2945, -0.2374], [-2.1802, -0.1782, 4.2588], [2.2618, 4.6954, -0.2101], [-3.8081, -0.6476, -4.1477], [-0.9383, -0.2728, 3.8130], [5.2927, 4.3805, -1.0844], [3.2351, -4.2394, -0.3461], [0.9160, -3.4557, -1.9407], [3.2659, -2.1987, 2.9401], [-1.8531, -3.4312, -2.5505], [-0.4523, -2.2489, -0.9171], [3.0801, -1.1962, 2.5552], [3.9209, -0.5722, 2.8612], [0.5552, 0.8974, 0.2584], [-1.1166, 2.9607, 1.1562], [-1.6165, 2.3766, 6.3551], [-5.2033, 0.3673, 1.2229], [1.5181, -3.2385, 2.0052], [-3.0000, -0.4251, -2.1926], [-1.2214, 1.8760, 2.5534], [-3.5383, 2.3584, -0.6427], [-0.4673, -0.9617, 0.5003], [-1.7978, 2.3844, 1.7853], [-5.6226, -2.1691, -3.3632], [1.8143, -1.8695, 0.4552], [2.9932, -1.1767, 1.0397], [0.9085, 2.8449, -1.0633]],
  "atomic_forces_ev_per_a": [[-0.001, 0.001, -0.004], [-0.002, -0.022, -0.003], [0.033, -0.140, 0.019], [0.067, 0.032, 0.084], [-0.009, 0.078, -0.052], [-0.003, 0.001, 0.000], [0.002, -0.001, 0.007], [0.007, 0.032, -0.030], [-0.022, 0.012, 0.013], [0.016, -0.058, 0.049], [0.015, 0.002, 0.004], [-0.004, 0.015, -0.022], [-0.001, 0.004, -0.004], [0.000, 0.000, 0.001], [0.053, -0.040, -0.018], [-0.010, 0.000, -0.007], [0.032, -0.038, 0.006], [-0.002, 0.003, 0.006], [0.012, -0.012, -0.006], [-0.007, -0.007, -0.023], [-0.011, -0.028, 0.017], [0.006, -0.003, -0.003], [-0.045, -0.004, 0.001], [-0.012, -0.020, 0.000], [-0.011, 0.011, -0.007], [0.012, 0.012, -0.011], [-0.017, -0.060, -0.124], [-0.012, -0.004, 0.012], [-0.058, -0.037, -0.017], [-0.064, -0.005, -0.009], [-0.019, 0.007, 0.006], [-0.002, 0.007, -0.008], [0.005, -0.004, 0.010], [-0.004, 0.011, -0.003], [0.012, 0.003, 0.007], [-0.008, 0.000, 0.000], [0.004, 0.004, -0.002], [-0.111, 0.038, -0.031], [-0.053, 0.005, 0.011], [-0.013, 0.073, 0.005], [0.007, -0.004, 0.007], [-0.013, 0.005, 0.010], [-0.074, -0.073, -0.108], [0.000, -0.001, 0.003], [-0.009, -0.011, -0.011], [0.029, 0.172, 0.092], [-0.064, -0.012, -0.005], [-0.007, 0.009, -0.003], [0.006, 0.005, -0.011], [-0.007, -0.015, -0.011], [-0.002, 0.009, 0.002], [-0.006, -0.014, -0.008], [0.001, -0.006, 0.001], [0.000, 0.000, 0.002], [0.006, 0.004, 0.001], [0.034, -0.010, -0.006], [0.007, 0.009, -0.006], [-0.001, -0.001, 0.000], [-0.002, 0.005, -0.002], [-0.010, -0.006, -0.007], [0.014, 0.008, 0.007], [0.014, 0.007, 0.015], [0.087, 0.005, -0.020], [0.013, 0.022, -0.022], [-0.005, 0.005, 0.010], [0.031, -0.046, 0.024], [-0.008, 0.054, -0.006], [-0.006, -0.004, -0.009], [0.022, 0.014, -0.006], [0.024, -0.020, 0.021], [0.000, -0.003, -0.002], [-0.002, -0.010, 0.006], [0.000, 0.001, 0.005], [-0.016, -0.002, 0.005], [0.022, 0.019, 0.036], [0.004, 0.003, 0.001], [0.057, 0.037, 0.012], [-0.006, 0.003, -0.002], [0.006, 0.002, -0.001], [0.062, -0.009, 0.077], [0.010, 0.001, 0.003], [0.021, 0.021, -0.020], [0.079, 0.034, 0.129], [-0.016, -0.009, -0.013], [-0.004, 0.002, 0.004], [0.043, 0.135, 0.048], [-0.007, -0.021, -0.024], [0.000, 0.000, 0.000], [0.002, 0.010, -0.011], [-0.001, 0.009, -0.004], [0.031, 0.023, 0.010], [0.017, 0.000, 0.031], [-0.026, -0.029, 0.005], [-0.207, -0.207, -0.071], [-0.001, 0.009, 0.004], [-0.002, 0.001, 0.000], [0.067, 0.037, -0.035], [0.018, -0.011, 0.011], [-0.008, -0.023, -0.034]],
  "fmax_ev_per_a": 0.3,
  "relative_energy_kcal_mol": 0.00,
  "charge": 1,
  "homo_ev": -10.7,
  "gap_ev": 7.13
}

no.,electronic energy (Ha)
1,-5641.92313
2,-4326.24058